Below is a cluster of 2 separate species, C7H11INS in total at a distorted geometry, with properties calculated with ωB97M-V/def2-TZVPD.

Each atom is followed by the atoms it is bonded to, with distances in Å.
Cartesian coordinates (Å):
1 C -1.07 -1.66 -0.61  C2 1.590, C4 1.546, S9 1.863, H11 1.132
2 C -0.95 -0.68 0.63  C1 1.590, C6 1.519, C7 1.555, H12 1.133
3 C -3.15 -0.25 -0.21  C6 1.348, S9 1.724, I10 2.134
4 C 0.11 -1.28 -1.54  C1 1.546, C5 1.511, H13 1.149, H14 1.140
5 C 0.65 0.00 -0.96  C4 1.511, C7 1.326, H16 1.142
6 C -2.22 0.14 0.68  C2 1.519, C3 1.348, H17 1.035
7 C 0.16 0.34 0.23  C2 1.555, C5 1.326, H18 1.131
8 N 3.20 1.77 1.06  H15 1.051, H19 1.006, H20 1.013, H21 0.996
9 S -2.74 -1.42 -1.41  C1 1.863, C3 1.724
10 I -5.17 0.44 -0.15  C3 2.134
11 H -0.85 -2.71 -0.26  C1 1.132
12 H -0.70 -1.24 1.59  C2 1.133
13 H 1.03 -1.96 -1.55  C4 1.149
14 H -0.31 -1.01 -2.57  C4 1.140
15 H 2.31 2.04 1.54  N8 1.051
16 H 1.54 0.31 -1.59  C5 1.142
17 H -2.49 0.76 1.46  C6 1.035
18 H 0.26 1.24 0.90  C7 1.131
19 H 3.94 1.61 1.72  N8 1.006
20 H 3.40 2.61 0.54  N8 1.013
21 H 3.06 0.96 0.50  N8 0.996

## Properties
E_HOMO	-10.62	eV
max |F|	3.2	eV Å⁻¹
total charge	+1
energy relative to the best compared isomer or geometry (same formula, charge and spin)	0.000	eV
energy	-1023.63080	Ha
gap between HOMO and LUMO	6.2574	eV
lowest unoccupied orbital energy	-0.160	Ha